Record 1
A 9-piece molecular cluster, C24H76ClN8O4 overall in a non-equilibrium geometry, computed with the ωB97M-V functional and the def2-TZVPD basis.

Computed properties:
orbital gap	5.54	eV
net charge	+3
F_max	0.0771	Eh/bohr
energy above the lowest of the compared OMol25 structures with the same formula, charge and spin	402.52	kJ/mol

Positions of all 113 atoms, in Å:
N: 4.2883 2.9849 1.7333
H: 3.9294 2.5179 2.5538
H: 5.2393 3.3103 1.8317
H: 3.7130 3.7815 1.4998
H: 4.2182 2.1471 1.1736
N: 1.1312 -2.7088 3.4257
H: 1.1887 -1.7006 3.4043
H: 1.6432 -2.9282 4.2682
H: 1.5724 -3.1771 2.6472
H: 0.1556 -2.9454 3.5368
N: 1.1985 7.0291 -4.4519
H: 0.6678 6.6432 -5.2196
H: 1.3395 6.2961 -3.7715
H: 0.8455 7.8346 -3.9552
H: 2.1695 7.2078 -4.6648
N: -4.4989 -0.5350 0.6793
H: -4.3411 -1.0353 1.5424
H: -5.2991 -0.9831 0.2562
H: -3.6619 -0.5609 0.1147
H: -4.8055 0.4247 0.7504
Cl: 1.3715 0.2270 -1.9732
O: 1.5123 -0.4657 -3.2419
O: 0.1099 -0.1254 -1.2985
O: 2.4364 -0.1361 -1.1110
O: 1.5107 1.6026 -2.4038
C: 3.5265 -7.7479 -0.8843
C: 3.1867 -6.2735 -0.3610
N: 2.3984 -6.2202 0.9534
C: 1.0262 -6.7609 0.7512
C: 0.1244 -5.8611 -0.1434
C: 3.0403 -6.9969 2.0816
C: 4.3757 -6.3001 2.4796
H: 2.7503 -8.5113 -0.9365
H: 4.3700 -8.2446 -0.4050
H: 3.8617 -7.6346 -1.9153
H: 4.1227 -5.7367 -0.2065
H: 2.8443 -5.6542 -1.1900
H: 1.1136 -7.7750 0.3613
H: 0.6303 -6.9533 1.7484
H: 0.5157 -5.4756 -1.0848
H: -0.8423 -6.3613 -0.2023
H: -0.3005 -5.0634 0.4659
H: 3.1734 -8.0585 1.8731
H: 2.4251 -6.8797 2.9737
H: 4.3786 -5.2109 2.5196
H: 5.2665 -6.7193 2.0116
H: 4.4762 -6.6066 3.5208
C: -8.5650 -3.4634 -0.6214
C: -8.5371 -2.7134 -1.9973
N: -7.1086 -2.3643 -2.4424
C: -7.2434 -1.4359 -3.5602
C: -5.8466 -0.9986 -4.0345
C: -6.2468 -3.5520 -2.6864
C: -6.7002 -4.4135 -3.8803
H: -7.7947 -3.2161 0.1090
H: -8.4849 -4.5420 -0.7563
H: -9.6147 -3.3955 -0.3357
H: -9.1659 -3.2104 -2.7359
H: -9.0833 -1.7701 -1.9961
H: -7.6267 -1.8915 -4.4732
H: -7.8848 -0.5705 -3.3934
H: -5.1666 -0.6372 -3.2630
H: -5.2093 -1.6168 -4.6668
H: -6.0392 -0.1483 -4.6886
H: -6.3665 -4.2031 -1.8204
H: -5.2117 -3.2129 -2.7263
H: -6.0377 -5.2755 -3.9584
H: -6.6802 -3.7904 -4.7744
H: -7.7074 -4.8092 -3.7493
C: -2.9020 2.9235 2.9621
C: -3.5348 3.6517 1.8179
N: -4.9757 3.4778 1.6043
C: -5.7609 3.1544 2.8892
C: -7.3240 3.0428 2.9362
C: -5.5320 4.5256 0.7390
C: -5.0867 4.3240 -0.7198
H: -1.8215 3.0328 2.8693
H: -3.0782 1.8773 3.2120
H: -3.2131 3.4572 3.8601
H: -3.1976 4.6836 1.9165
H: -2.9906 3.3020 0.9406
H: -5.5918 2.1407 3.2522
H: -5.3646 3.7694 3.6972
H: -7.6480 3.0595 3.9768
H: -7.7131 3.9654 2.5054
H: -7.7662 2.1973 2.4092
H: -5.1742 5.4735 1.1410
H: -6.6217 4.5082 0.7243
H: -4.0373 4.4454 -0.9882
H: -5.6945 5.0297 -1.2861
H: -5.3366 3.3392 -1.1146
C: 9.8132 5.1137 -1.2352
C: 8.5213 4.5790 -0.6886
N: 8.5215 4.0859 0.6983
C: 9.2281 2.8796 0.9905
C: 8.4712 1.5561 0.6832
C: 8.9485 5.1578 1.6042
C: 7.9163 6.2370 1.8060
H: 9.7509 5.4170 -2.2802
H: 10.6168 4.3794 -1.1796
H: 10.2196 6.0084 -0.7636
H: 7.7625 5.3610 -0.6624
H: 8.1036 3.8298 -1.3611
H: 9.4906 2.9167 2.0477
H: 10.1929 2.8836 0.4834
H: 9.1211 1.0302 -0.0161
H: 7.4776 1.5599 0.2350
H: 8.3132 1.0253 1.6221
H: 9.1486 4.7613 2.5996
H: 9.8825 5.6268 1.2946
H: 8.2641 6.9888 2.5145
H: 7.9238 6.8346 0.8944
H: 6.8999 5.9575 2.0832

Cartesian forces, eV/Å:
N -0.294 -0.843 0.679
H 0.104 0.802 1.389
H 0.898 -0.126 0.139
H -0.547 -0.057 -0.573
H 0.189 0.218 -1.961
N 0.117 0.568 0.915
H 0.089 0.523 -0.795
H 0.169 -0.727 0.561
H 0.169 -0.283 -0.875
H -0.376 -0.521 -0.072
N 1.239 -0.634 1.102
H -0.384 0.335 -0.544
H -0.583 -0.711 0.585
H -0.741 0.467 -0.240
H 0.457 0.515 -1.064
N -0.447 -0.175 -0.196
H 0.091 0.379 0.665
H -0.295 -0.731 -1.010
H 0.256 -0.227 -0.629
H 0.129 0.994 0.814
Cl -0.494 -0.906 -3.830
O -0.681 -0.938 1.197
O 0.616 1.000 -0.399
O 1.333 -0.070 1.801
O -0.834 1.211 1.877
C 0.291 0.998 -0.363
C 0.729 -1.685 1.137
N -0.382 -0.370 -0.714
C 0.928 0.408 -0.662
C -0.757 -0.658 1.908
C 0.858 2.468 -1.133
C -0.235 -1.589 0.975
H -0.453 0.470 0.244
H 0.005 0.358 0.467
H -0.025 0.072 -0.126
H 0.338 -0.400 0.535
H -1.260 -0.250 0.328
H -0.170 -0.118 -0.530
H -0.483 0.515 0.020
H -0.046 -0.374 0.193
H 0.155 -0.671 -1.094
H 0.817 0.925 0.142
H 0.070 -0.070 -0.096
H -0.516 -0.189 -0.299
H -0.233 -0.038 -0.577
H -0.119 0.382 -0.405
H 0.400 0.052 0.255
C -0.942 -0.413 -1.864
C 1.767 0.195 0.740
N -2.314 -0.045 0.779
C 2.349 -0.982 -1.123
C 0.041 1.539 -0.454
C -1.574 -0.105 -0.055
C 0.572 0.531 0.233
H -0.396 0.632 0.019
H 0.363 -0.113 -0.323
H 0.213 0.411 0.942
H 0.494 -0.872 -0.285
H 0.338 0.349 0.784
H -0.687 -0.405 0.002
H 0.172 -0.126 0.682
H -0.210 0.091 0.444
H -0.580 -0.823 0.163
H 0.181 0.305 -0.029
H 0.243 0.239 0.334
H -0.001 -0.146 -0.311
H 0.065 0.096 -0.330
H 0.088 -0.437 -0.254
H -0.018 0.177 0.126
C 0.208 0.426 1.637
C -0.042 -0.926 -1.072
N -1.387 -1.519 1.233
C 0.040 -0.610 -0.087
C 0.818 2.030 -0.855
C 0.986 -0.903 -0.128
C -0.559 0.285 -0.196
H 0.059 0.089 0.071
H -0.438 -0.193 -0.728
H 0.339 -0.152 0.340
H -0.436 0.536 0.148
H -0.280 0.059 -0.562
H 1.273 -0.268 -0.393
H -0.518 0.448 0.084
H 0.180 -0.263 -0.024
H -0.511 -0.101 -0.041
H 0.320 -0.033 -0.002
H -0.240 0.520 -0.250
H 0.130 -0.080 0.331
H 0.072 0.399 0.469
H 0.298 0.099 -0.356
H -0.304 -0.181 0.326
C 1.182 0.266 -0.403
C -0.910 0.064 0.333
N -0.695 1.085 0.625
C -0.004 -0.640 -0.227
C 0.707 0.211 0.101
C -0.436 -0.185 0.962
C 0.519 1.454 -0.821
H -0.333 -0.291 -0.115
H -0.013 -0.152 -0.053
H -0.316 0.002 0.393
H 0.024 0.220 -0.319
H 0.156 -0.327 0.109
H -0.155 -0.225 -0.031
H 0.225 -0.301 -0.214
H -0.302 -0.665 0.306
H 0.002 0.842 -0.299
H 0.420 -0.396 -0.109
H 0.083 -0.463 -0.132
H 0.136 0.054 -0.097
H 0.067 -0.277 0.416
H -0.705 0.040 -0.237
H 0.079 -0.377 -0.094

Here are the Mulliken charges for atoms 1 to 5, given in e: number 1, N, carries -0.442; number 2, H, carries 0.380; number 3, H, carries 0.284; number 4, H, carries 0.372; number 5, H, carries 0.364

Record 2
A 12-piece molecular cluster, C24H76N20O12 overall in a non-equilibrium geometry, computed with the ωB97M-V functional and the def2-TZVPD basis.

Computed properties:
orbital gap	9.32	eV
SMILES	COC[C@H](C)N.COC[C@H](C)N.COC[C@H](C)N.COC[C@H](C)N.NC(N)=O.NC(N)=O.NC(N)=O.NC(N)=O.NC(N)=O.NC(N)=O.NC(N)=O.NC(N)=O
F_max	0.0694	Eh/bohr
energy above the lowest of the compared OMol25 structures with the same formula, charge and spin	111.56	kJ/mol

Positions of all 132 atoms, in Å:
C: 5.6765 2.3586 15.2044
C: 5.1827 1.0356 15.8965
C: 5.2897 1.1845 17.3659
O: 6.6246 0.9245 17.8192
C: 6.8296 1.2911 19.1949
N: 3.8128 0.7606 15.4879
H: 4.8100 3.0212 15.2707
H: 6.0116 2.1385 14.2010
H: 6.5102 2.6965 15.8499
H: 5.9330 0.2541 15.5976
H: 4.6459 0.4217 17.8930
H: 4.9706 2.1900 17.6697
H: 6.9307 0.3238 19.7399
H: 6.0103 1.9259 19.5385
H: 7.7346 1.9196 19.2952
H: 3.3320 0.2141 16.1293
H: 3.6711 0.4379 14.5488
C: 7.9525 -0.5611 22.6628
C: 8.2928 -2.0484 22.9139
C: 7.8631 -2.4964 24.3046
O: 8.1830 -3.8689 24.3305
C: 7.7880 -4.3622 25.6032
N: 7.6221 -2.7529 21.8200
H: 8.6463 0.0743 23.2272
H: 6.8918 -0.4001 22.8711
H: 8.1542 -0.4471 21.5776
H: 9.3302 -2.2746 22.7182
H: 6.7885 -2.3511 24.4152
H: 8.3448 -1.9116 25.0959
H: 8.3884 -4.0075 26.4366
H: 7.9571 -5.4277 25.5469
H: 6.7237 -4.1607 25.7907
H: 6.6105 -2.7584 22.1282
H: 7.8355 -3.7464 21.9335
C: 0.8397 5.8876 22.2115
C: 0.9930 4.3757 22.0753
C: -0.2195 3.6560 21.5241
O: -0.2008 2.2173 21.5843
C: -1.3623 1.6547 20.9609
N: 2.1478 4.1706 21.2107
H: 1.8389 6.3378 22.1297
H: 0.5567 6.1257 23.2663
H: 0.1371 6.2596 21.4770
H: 1.3215 4.0992 23.0734
H: -0.2346 3.8259 20.4300
H: -1.2155 4.0603 21.9189
H: -1.2567 0.5883 20.9974
H: -1.5168 2.0856 19.9670
H: -2.2486 1.8843 21.5645
H: 2.1290 3.2483 20.7855
H: 2.0123 4.7929 20.4417
C: 2.3293 -5.5792 23.5892
C: 3.5467 -4.7209 23.8015
C: 4.7598 -5.5377 23.6376
O: 4.7870 -6.5078 24.6787
C: 5.5673 -7.6093 24.3489
N: 3.7116 -3.6113 22.8413
H: 1.3488 -5.0467 23.4475
H: 2.2406 -6.3645 24.3247
H: 2.4651 -6.0720 22.5998
H: 3.5202 -4.3670 24.8345
H: 5.7096 -5.0070 23.6719
H: 4.6397 -6.1107 22.7154
H: 5.0546 -8.1802 23.5809
H: 5.6658 -8.1528 25.2444
H: 6.5678 -7.2331 24.0867
H: 4.2829 -3.9482 22.0321
H: 2.8443 -3.3902 22.3973
C: -0.6652 -2.3582 23.7548
O: -1.6684 -2.6040 23.1061
N: 0.6056 -2.2662 23.2702
N: -0.5791 -2.2934 25.1636
H: 0.7770 -1.8974 22.3764
H: 1.2963 -1.9845 23.9315
H: -0.3541 -1.3644 25.6462
H: -1.4324 -2.6917 25.5077
C: 5.6341 -2.5341 18.6518
O: 5.0137 -3.0553 19.6454
N: 6.9867 -2.1098 18.6997
N: 4.9077 -2.4052 17.4361
H: 7.3011 -1.3623 18.1253
H: 7.4423 -2.2402 19.6091
H: 5.4237 -2.3437 16.5856
H: 4.0726 -2.9973 17.4840
C: 1.2379 3.7877 17.0999
O: 0.9813 3.9482 18.2612
N: 1.7489 4.6889 16.1817
N: 1.2119 2.5046 16.4731
H: 1.9359 5.6369 16.4586
H: 2.3496 4.3358 15.4812
H: 1.4537 2.5851 15.4953
H: 0.6643 1.7577 16.7983
C: 0.9233 -3.6468 18.7605
O: 0.5518 -4.7954 18.5818
N: 0.0954 -2.5995 18.6060
N: 2.2187 -3.3575 19.1202
H: -0.8558 -2.7953 18.4652
H: 0.2710 -1.7165 19.0998
H: 2.3480 -2.5383 19.6830
H: 2.7573 -4.1741 19.3653
C: 4.3587 -0.5233 25.0188
O: 4.9230 -0.1373 23.9632
N: 4.2814 -1.8402 25.1851
N: 3.9283 0.3544 25.9005
H: 3.6219 -2.2305 25.8365
H: 4.2351 -2.3562 24.2961
H: 3.3540 -0.0743 26.5800
H: 4.4839 1.2454 25.9608
C: 4.5415 3.4403 24.0259
O: 4.3591 3.1458 25.2349
N: 5.0947 2.6353 23.0978
N: 4.2841 4.7256 23.5350
H: 5.2790 1.6579 23.2787
H: 5.1759 2.9452 22.1458
H: 3.9258 4.8063 22.5662
H: 3.7075 5.2233 24.2268
C: 0.6154 1.2732 25.4514
O: 0.9604 0.1931 25.9680
N: 1.4742 2.3072 25.1480
N: -0.6429 1.4841 25.0188
H: 2.4803 2.2605 25.3226
H: 1.2040 3.2821 25.3326
H: -0.6126 2.1707 24.2320
H: -1.3285 0.7384 24.9535
C: 2.6554 -0.3549 21.2127
O: 1.8395 -0.7808 20.4018
N: 2.3076 0.5471 22.1504
N: 3.9281 -0.7236 21.2000
H: 1.3449 0.8711 22.3152
H: 3.0252 0.6620 22.8839
H: 4.0525 -1.6109 20.7330
H: 4.4522 -0.7343 22.0866

Cartesian forces, eV/Å:
C -0.133 -1.252 1.660
C 1.153 0.170 -2.097
C -0.592 -1.124 2.041
O 0.029 0.841 -0.282
C 0.301 -0.477 -0.481
N 0.915 1.400 -0.603
H 0.361 0.286 -0.310
H -0.020 0.351 -0.311
H -0.261 0.225 -0.706
H -0.670 0.200 0.235
H 0.166 0.763 -0.489
H -0.007 -0.051 0.061
H -0.209 1.029 0.163
H -0.170 -0.390 0.262
H -0.168 -0.561 -0.188
H -0.978 -1.326 1.221
H 0.287 -0.164 -0.180
C 1.182 -0.842 -0.540
C -0.583 1.321 -0.516
C 0.509 0.102 -1.576
O -0.273 0.250 1.601
C -0.086 -0.960 -0.523
N -2.030 -1.107 1.024
H -0.533 0.178 -0.014
H 0.268 0.260 0.121
H -0.203 0.404 0.636
H 0.642 0.313 0.516
H -0.313 0.019 0.015
H 0.263 -0.166 0.035
H 0.178 0.504 0.006
H -0.200 -0.428 0.159
H 0.166 -0.027 0.027
H 0.907 0.157 -0.970
H 0.164 0.081 -0.220
C -0.110 -0.112 1.253
C 0.972 -0.056 0.389
C -1.858 0.037 -0.888
O 0.059 0.350 0.744
C 0.097 0.965 0.855
N 0.610 -0.498 -0.079
H -0.352 -0.028 -0.411
H -0.421 0.037 -0.973
H -0.051 0.529 -0.030
H -0.416 -0.940 0.165
H -0.032 0.652 0.350
H 1.171 -0.523 -0.075
H 0.251 -0.516 -0.433
H 0.163 -0.339 -0.093
H -0.058 0.169 -0.036
H 0.023 -0.166 0.184
H 0.098 0.383 -0.844
C -1.207 -0.119 -1.920
C -0.535 0.891 0.025
C 0.608 -2.066 0.794
O -0.705 0.941 0.438
C 0.387 1.048 -0.311
N 0.903 -0.441 -0.665
H 1.022 -0.134 0.614
H -0.053 -0.047 0.314
H -0.088 0.013 0.464
H 0.084 0.405 0.039
H 0.082 0.452 -0.310
H 0.337 0.266 -0.530
H 0.391 -0.349 -0.374
H 0.109 -1.071 0.983
H -0.024 -0.544 -0.488
H -0.374 0.435 0.869
H -0.885 0.257 -0.030
C 0.393 -0.033 0.490
O 0.628 0.256 0.452
N 0.193 0.041 -0.031
N -0.818 1.029 0.795
H -0.145 0.325 -1.558
H 0.273 0.100 0.491
H 0.084 -1.651 -1.210
H -0.416 0.083 0.505
C -0.856 -0.681 1.025
O 2.243 1.372 -2.290
N -2.406 -1.493 0.708
N 0.837 -0.245 2.400
H -0.028 0.507 -0.548
H -0.406 0.090 -0.179
H 0.180 -0.100 -0.415
H 0.342 0.507 -0.239
C 1.074 -2.918 -1.755
O -0.635 0.937 0.665
N -0.724 0.932 0.999
N 0.811 3.023 -0.147
H 0.005 -0.110 0.303
H 0.432 -0.276 -0.620
H -0.395 -0.874 0.211
H -0.595 -0.716 0.510
C 0.305 -1.285 0.593
O -0.021 -0.286 -0.438
N 0.421 2.413 0.414
N -0.109 -0.352 -0.367
H -1.062 -0.580 -0.133
H 0.266 -0.678 -0.385
H 0.184 0.532 0.026
H -0.052 0.139 0.054
C 1.661 0.868 -2.629
O 0.059 0.269 -0.094
N -1.125 -1.866 0.161
N 0.913 0.855 0.425
H -0.026 0.155 0.493
H 0.256 0.152 0.022
H -0.537 0.598 1.337
H -1.347 -0.909 0.048
C 0.219 0.599 0.315
O 0.172 0.214 -1.639
N 0.014 -0.293 0.020
N -0.954 -0.097 0.788
H -0.160 -0.144 0.427
H -0.077 0.142 0.064
H 0.123 -0.340 0.793
H 0.499 -0.148 -0.681
C 1.079 -1.829 0.510
O -0.184 1.063 -0.341
N 0.615 1.261 0.413
N -0.633 1.840 -1.612
H -0.395 -0.690 0.186
H -0.430 -0.932 -0.303
H -0.706 -1.034 0.894
H 0.516 0.150 0.158
C -1.728 0.834 0.370
O -0.838 -0.495 -0.788
N 0.578 0.672 1.701
N 2.261 -1.197 0.590
H 0.840 -0.315 -0.474
H -0.909 0.315 -0.414
H 0.376 -0.009 -0.501
H -0.394 0.442 -0.334

Here are the Mulliken charges for atoms 1 to 5, given in e: number 1, C, carries -1.157; number 2, C, carries 0.434; number 3, C, carries -0.153; number 4, O, carries -0.437; number 5, C, carries -0.192